(1)
This record from OMol25 describes a single C5H9NO molecule. The level of theory is wB97M-V/def2-TZVPD.

Geometry as XYZ:
```
16
Properties=species:S:1:pos:R:3:lowdin_charge:R:1
O 2.46767 0.89783 -1.56182 -0.063
C 1.13642 0.90738 -1.09570 -0.273
C -1.60536 -0.91376 -0.54853 -0.008
C -0.61647 -0.13998 0.22890 -0.463
C -1.25165 0.19932 1.51983 -0.031
N -1.34149 -1.17846 1.00113 -0.003
C 0.85959 -0.16080 -0.03638 -0.134
H 2.56645 0.12796 -2.13494 0.089
H 0.96130 1.90285 -0.67283 0.126
H 0.41606 0.76170 -1.91359 0.124
H -2.58402 -0.40742 -0.50920 0.020
H -2.21552 0.70509 1.54433 0.111
H -0.61631 0.34336 2.39701 0.116
H -0.75712 -1.91907 1.37214 0.145
H 1.46707 0.01894 0.86014 0.121
H 1.11338 -1.14494 -0.45049 0.122
```

The value obtained for the energy above the lowest of the compared OMol25 structures with the same formula, charge and spin is 126.72 kcal/mol. The calculation puts the LUMO energy at 0.0294 Eh. As for the gap between HOMO and LUMO: 8.607 eV. As for the net charge: 0.

(2)
This record from OMol25 describes a molecular structure, C5H9NO in a non-equilibrium geometry. The level of theory is wB97M-V/def2-TZVPD.

Geometry as XYZ:
```
16
Properties=species:S:1:pos:R:3:lowdin_charge:R:1
C -0.79065 1.22026 -0.42640 -0.084
C 0.20536 0.19921 0.10070 -0.269
C 1.52452 0.93520 0.45741 -0.044
C -1.08006 -1.08770 0.72323 -0.039
N -0.59869 -1.77086 -0.41727 0.032
C 0.57044 -1.07359 -0.61678 -0.495
O 1.65196 -1.47834 -0.99042 0.071
H -0.34529 1.90480 -1.15371 0.079
H -1.12559 1.83768 0.41891 0.089
H -1.67709 0.74312 -0.84315 0.074
H 1.45154 1.73471 1.20347 0.077
H 1.84097 1.42009 -0.49211 0.098
H 2.33577 0.23875 0.69622 0.076
H -0.70362 -1.40187 1.69662 0.084
H -2.19463 -1.06386 0.73538 0.106
H -1.06495 -2.35760 -1.09211 0.145
```

The value obtained for the energy above the lowest of the compared OMol25 structures with the same formula, charge and spin is 65.67 kcal/mol. The calculation puts the LUMO energy at 0.0305 Eh. As for the gap between HOMO and LUMO: 9.879 eV. As for the net charge: 0.

(3)
This record from OMol25 describes a molecular structure, C5H9NO in a non-equilibrium geometry. The level of theory is wB97M-V/def2-TZVPD.

Geometry as XYZ:
```
16
Properties=species:S:1:pos:R:3:lowdin_charge:R:1
C -0.16403 -0.30589 -0.05887 -0.530
C -1.21989 -1.03388 0.75662 -0.042
C 0.63631 -1.21599 -0.97808 -0.039
N 0.67934 0.51383 0.78462 0.087
C 0.30484 1.60612 0.16262 -0.508
C -0.59291 1.07712 -0.67232 0.062
O 0.73523 2.85057 0.26584 0.119
H 1.18593 2.91443 1.12333 0.123
H 1.66351 0.26260 0.80661 0.144
H -1.27206 1.39602 -1.44467 0.092
H -1.74852 -0.36103 1.44121 0.084
H -1.96513 -1.49715 0.10118 0.081
H 1.41084 -0.66948 -1.52815 0.086
H 1.13478 -2.00992 -0.40927 0.078
H -0.01808 -1.69741 -1.71261 0.085
H -0.77019 -1.82992 1.36193 0.078
```

The value obtained for the energy above the lowest of the compared OMol25 structures with the same formula, charge and spin is 56.96 kcal/mol. The calculation puts the LUMO energy at 0.0278 Eh. As for the gap between HOMO and LUMO: 8.527 eV. As for the net charge: 0.

(4)
This record from OMol25 describes 2 unconnected molecules or ions with the total composition C5H9NO. The level of theory is wB97M-V/def2-TZVPD.

Geometry as XYZ:
```
16
Properties=species:S:1:pos:R:3:lowdin_charge:R:1
C 0.81271 -1.63322 0.02542 -0.029
C -0.09861 -0.49398 0.27943 -0.199
C -0.40403 0.67983 -0.30482 -0.249
N 0.06548 1.27291 -1.49059 -0.016
O -0.39502 2.38470 -1.67040 -0.013
C -1.35656 1.14247 0.76486 -0.101
C -0.99772 -0.20864 1.46167 -0.110
H 0.26773 -2.58348 0.07239 0.088
H 1.57298 -1.65490 0.81654 0.093
H 1.31021 -1.54751 -0.94222 0.051
H -1.05145 2.04336 1.30425 0.111
H -2.39679 1.23794 0.44350 0.111
H -1.82967 -0.90752 1.60293 0.115
H -0.44813 -0.11018 2.40456 0.116
H 2.64187 -0.14244 -2.40582 0.019
H 2.30699 0.52068 -2.36171 0.013
```

Its SMILES is CC1=C(N=O)CC1.[H][H]. The value obtained for the energy above the lowest of the compared OMol25 structures with the same formula, charge and spin is 117.59 kcal/mol. The calculation puts the LUMO energy at -0.0141 Eh. As for the gap between HOMO and LUMO: 8.516 eV. As for the net charge: 0.

(5)
This record from OMol25 describes a single C5H9NO molecule. The level of theory is wB97M-V/def2-TZVPD.

Geometry as XYZ:
```
16
Properties=species:S:1:pos:R:3:lowdin_charge:R:1
C -1.74484 -0.45359 0.01380 -0.044
C -1.07555 0.68030 0.75110 -0.300
N -0.00771 0.47212 1.70199 0.061
C 0.31441 1.22551 0.46990 -0.316
C 1.07737 0.82177 -0.68422 0.116
C 1.79718 -0.49252 -0.62111 -0.314
O 1.04617 -1.26428 -1.55488 -0.086
H -2.33446 -0.06918 -0.82564 0.085
H -2.43958 -0.95516 0.69829 0.083
H -1.03160 -1.18518 -0.37673 0.066
H -1.77278 1.45726 1.06377 0.133
H 0.32838 -0.48723 1.61354 0.084
H 0.36280 2.30343 0.62545 0.130
H 0.82974 -0.63176 -2.26228 0.084
H 2.84576 -0.36642 -0.93728 0.115
H 1.80471 -1.05508 0.32430 0.106
```

The value obtained for the energy above the lowest of the compared OMol25 structures with the same formula, charge and spin is 130.64 kcal/mol. The calculation puts the LUMO energy at -0.0172 Eh. As for the gap between HOMO and LUMO: 8.052 eV. As for the net charge: 0.

(6)
This record from OMol25 describes a molecular structure, C5H9NO in a non-equilibrium geometry. The level of theory is wB97M-V/def2-TZVPD.

Geometry as XYZ:
```
16
Properties=species:S:1:pos:R:3:lowdin_charge:R:1
C -0.81445 -0.61229 0.77169 -0.063
C -1.17622 0.25069 -0.38751 -0.301
N -0.58268 1.58184 -0.27079 0.068
C 0.00974 0.61700 -1.20153 -0.268
C 1.27258 -0.01932 -0.68539 -0.097
C 0.95295 -0.38665 0.75159 -0.329
O 1.45525 -1.61740 1.18577 -0.064
H -1.20242 -0.26334 1.73720 0.112
H -1.25412 -1.63837 0.61992 0.131
H 0.42482 -1.65465 1.10883 0.053
H -2.14458 0.14386 -0.86705 0.137
H -1.14549 2.25825 -0.77304 0.096
H -0.09340 0.78744 -2.26786 0.136
H 2.13545 0.65445 -0.72568 0.123
H 1.51536 -0.92716 -1.25399 0.129
H 1.08876 0.42298 1.46511 0.137
```

The value obtained for the energy above the lowest of the compared OMol25 structures with the same formula, charge and spin is 90.61 kcal/mol. The calculation puts the LUMO energy at 0.0346 Eh. As for the gap between HOMO and LUMO: 10.608 eV. As for the net charge: 0.

(7)
This record from OMol25 describes a single C5H9NO molecule in a non-equilibrium geometry. The level of theory is wB97M-V/def2-TZVPD.

Geometry as XYZ:
```
16
Properties=species:S:1:pos:R:3:lowdin_charge:R:1
H -2.49806 0.05788 0.83168 0.054
N -2.26867 0.91824 0.33953 0.106
C -1.05027 1.10530 0.14050 -0.216
C 0.15525 0.25993 0.67231 -0.297
C 1.47768 0.98923 0.50689 -0.066
C 0.01512 -0.97887 -0.15886 -0.412
C 0.16715 -1.00403 -1.48472 0.060
O -0.52444 -2.01250 0.55006 0.047
H -0.75675 1.99551 -0.40100 0.107
H -0.03195 -0.01186 1.71531 0.144
H 2.31042 0.34188 0.80157 0.088
H 1.48183 1.88560 1.12877 0.082
H 1.63552 1.29624 -0.53020 0.075
H 0.59852 -0.18114 -2.02027 0.058
H -0.03283 -1.89785 -2.05766 0.061
H -0.67853 -2.76355 -0.03391 0.109
```

Its SMILES is [H]/N=C\[C@H](C)C(=C)O. The value obtained for the energy above the lowest of the compared OMol25 structures with the same formula, charge and spin is 45.40 kcal/mol. The calculation puts the LUMO energy at 0.0301 Eh. As for the gap between HOMO and LUMO: 9.651 eV. As for the net charge: 0.

(8)
This record from OMol25 describes 2 unconnected molecules or ions with the total composition C5H9NO in a non-equilibrium geometry. The level of theory is wB97M-V/def2-TZVPD.

Geometry as XYZ:
```
16
Properties=species:S:1:pos:R:3:lowdin_charge:R:1
C 0.43105 -0.26978 1.52269 0.083
C 0.50961 -1.38752 0.79582 -0.356
C -0.18956 -1.59820 -0.52309 -0.055
C 1.30775 -2.48919 1.28652 -0.206
N 1.93596 -3.38586 1.66582 0.146
H 0.96119 -0.17116 2.46542 0.078
H -0.17978 0.56129 1.17711 0.051
H -0.84117 -2.47780 -0.48102 0.087
H -0.78915 -0.71715 -0.76865 0.060
H 0.53931 -1.77250 -1.32279 0.088
C -0.28300 2.36674 -1.09001 -0.153
O -1.29013 1.59873 -0.45671 -0.151
H -0.48491 2.51166 -2.15959 0.081
H 0.64925 1.80562 -0.98523 0.079
H -0.15123 3.34791 -0.61441 0.082
H -2.12519 2.07723 -0.51189 0.088
```

Its SMILES is C=C(C)C#N.CO. The value obtained for the energy above the lowest of the compared OMol25 structures with the same formula, charge and spin is 47.05 kcal/mol. The calculation puts the LUMO energy at 0.0174 Eh. As for the gap between HOMO and LUMO: 10.385 eV. As for the net charge: 0.

(9)
This record from OMol25 describes a single C5H9NO molecule in a non-equilibrium geometry. The level of theory is wB97M-V/def2-TZVPD.

Geometry as XYZ:
```
16
Properties=species:S:1:pos:R:3:lowdin_charge:R:1
C -1.90260 -1.14680 1.45235 -0.118
O -0.84758 -1.01753 0.56009 -0.191
C -0.28859 0.24175 0.48923 -0.159
C 1.18067 0.32169 -0.36242 -0.292
C 1.10110 -0.07439 -1.82187 -0.066
C 1.49940 1.70156 -0.26458 -0.274
N 1.66020 2.82592 -0.15669 0.170
H -2.30472 -2.16084 1.44191 0.093
H -2.66109 -0.41079 1.18419 0.090
H -1.59987 -0.97264 2.48654 0.087
H -0.03879 0.62519 1.49134 0.128
H -0.97337 0.84830 -0.11752 0.130
H 1.97220 -0.20999 0.17088 0.144
H 2.04633 0.03092 -2.36474 0.089
H 0.80412 -1.11712 -1.82882 0.078
H 0.35260 0.51477 -2.35989 0.091
```

Its SMILES is COC[C@@H](C)C#N. The value obtained for the energy above the lowest of the compared OMol25 structures with the same formula, charge and spin is 47.12 kcal/mol. The calculation puts the LUMO energy at 0.0321 Eh. As for the gap between HOMO and LUMO: 11.181 eV. As for the net charge: 0.

(10)
This record from OMol25 describes a single C5H9NO molecule in a non-equilibrium geometry. The level of theory is wB97M-V/def2-TZVPD.

Geometry as XYZ:
```
16
Properties=species:S:1:pos:R:3:lowdin_charge:R:1
C 0.97468 -1.47697 -0.58907 -0.058
C 0.27324 -0.32048 -1.25617 -0.334
N -1.18900 -0.33929 -1.29664 0.054
C -0.51008 0.67188 -0.49034 -0.284
C -0.72543 0.48921 1.00346 -0.136
C 0.34546 1.07671 1.88925 -0.239
O 0.44086 2.26285 1.71578 0.037
H 0.38764 -1.86650 0.24668 0.070
H 1.12359 -2.29612 -1.29808 0.075
H 1.95490 -1.16334 -0.20951 0.081
H 0.78274 0.06568 -2.13874 0.134
H -1.54902 0.04538 -2.16431 0.094
H -0.49067 1.70040 -0.87067 0.147
H -0.84304 -0.51976 1.33014 0.088
H -1.65797 1.03164 1.26716 0.136
H 0.70656 0.63465 2.86783 0.134
```

Its SMILES is C[C@H]1N[C@H]1CC=O. The value obtained for the energy above the lowest of the compared OMol25 structures with the same formula, charge and spin is 58.38 kcal/mol. The calculation puts the LUMO energy at 0.0327 Eh. As for the gap between HOMO and LUMO: 10.517 eV. As for the net charge: 0.

> Which formula does entry 7 have?

C5H9NO

> Among the records above, which one has the highest LUMO energy?

number 6